1.
The following is a DFT calculation (ωB97M-V/def2-TZVPD) of a molecular structure, C44H35BrCl5N12O2Pb at a distorted geometry.

Atoms and positions in Å:
1 Pb -0.0836 -0.1225 -1.1129
2 C 2.9624 -3.8138 0.6120
3 C 4.2792 -3.4327 0.6500
4 C 4.6872 -2.3667 -0.0853
5 C 3.8066 -1.6932 -0.9301
6 N 2.5226 -2.0807 -1.0131
7 C 2.1063 -3.0853 -0.2267
8 N 4.2197 -0.5906 -1.6984
9 C 3.6829 0.5285 -1.5199
10 N 2.7879 0.9947 -0.6066
11 C 2.7089 2.3413 -0.6805
12 N 2.0191 3.1841 -0.0178
13 C 1.1666 2.8222 0.9896
14 C 1.3916 3.1740 2.3284
15 C 0.5381 2.8147 3.3091
16 C -0.6613 2.1865 2.9749
17 C -0.8482 1.8905 1.6246
18 N 0.0403 2.2316 0.6808
19 C 3.7293 2.8573 -1.7243
20 C 4.1703 4.1098 -2.1750
21 C 5.1678 4.1030 -3.1781
22 C 5.6089 2.9445 -3.7640
23 C 5.1805 1.6956 -3.2713
24 C 4.2168 1.6898 -2.2811
25 H 2.6115 -4.5575 1.3242
26 H 5.0062 -4.0194 1.2407
27 H 5.7581 -2.0568 0.0228
28 H 1.0373 -3.3339 -0.3133
29 H 2.3532 3.6142 2.4987
30 H 0.6995 2.8944 4.3991
31 H -1.3813 1.9017 3.6665
32 H -1.7611 1.4386 1.3207
33 H 3.9288 5.0509 -1.7610
34 H 5.5225 5.0284 -3.6312
35 H 6.2818 3.0297 -4.6415
36 H 5.5898 0.8032 -3.7394
37 O -5.7617 -2.0006 -1.0915
38 C -5.6023 -0.6684 -0.4926
39 C -6.8780 0.0033 0.1787
40 C -6.8037 0.3792 1.6148
41 C -5.6319 0.2152 2.2200
42 C -4.4049 -0.1846 1.5075
43 C -4.3665 -0.6665 0.2879
44 C -2.9832 -1.0713 -0.2478
45 O -2.2190 0.0614 -0.4305
46 N -2.3778 -2.0237 0.7022
47 N -1.2779 -1.5796 1.3061
48 C -1.0098 -2.0708 2.4694
49 C 0.2380 -1.6590 3.1668
50 Br 1.4028 -0.7042 2.0687
51 C 0.4434 -1.9946 4.4482
52 C 1.5471 -1.7203 5.4078
53 C 1.1612 -1.5149 6.7449
54 C 2.1208 -1.1866 7.7408
55 C 3.4567 -1.2174 7.4431
56 C 3.8794 -1.3590 6.1313
57 C 2.9370 -1.6240 5.1367
58 H -4.9431 -2.2011 -1.5554
59 H -7.7998 -0.5425 -0.1031
60 H -7.6353 0.6752 2.1748
61 H -5.5299 0.4096 3.2947
62 H -3.4631 -0.1281 2.0021
63 H -3.1170 -1.5925 -1.1910
64 H -3.0141 -2.6475 1.2120
65 H -1.7098 -2.7950 2.8769
66 H -0.4017 -2.5443 4.8960
67 H 0.1347 -1.6402 6.8942
68 H 1.7969 -0.9720 8.7586
69 H 4.1596 -0.8901 8.1817
70 H 4.9180 -1.2014 5.7593
71 H 3.3020 -1.7703 4.1126
72 Cl -1.1502 -3.3326 -1.9247
73 C -0.0779 -2.9451 -3.2396
74 C 0.2805 -1.5736 -3.3293
75 C 1.2989 -1.2467 -4.1990
76 Cl 1.7446 0.4367 -4.3575
77 C 1.9475 -2.2303 -4.9149
78 Cl 3.2822 -1.8069 -5.9612
79 C 1.5934 -3.6005 -4.7598
80 Cl 2.3782 -4.7169 -5.8103
81 C 0.5643 -3.9721 -3.8914
82 Cl 0.2447 -5.6326 -3.6510
83 N -4.0295 3.6947 -3.0200
84 C -2.6227 3.1754 -3.2325
85 C -1.9777 2.4269 -2.0284
86 N -0.7515 1.7947 -2.5861
87 H -4.2069 4.5988 -3.4305
88 H -4.2033 3.8087 -2.0733
89 H -5.1902 1.9251 -2.8039
90 H -1.8076 3.9307 -3.4144
91 H -2.6740 2.5017 -4.0671
92 H -2.6094 1.6875 -1.5754
93 H -1.6445 3.0709 -1.2508
94 H -0.0639 2.5264 -2.7470
95 H -0.9061 1.3128 -3.4449
96 N -6.7212 1.1715 -0.7390
97 C -5.7974 0.5553 -1.3461
98 N -5.0535 0.9467 -2.4618
99 C -4.1267 0.2201 -3.0706
100 N -3.3341 -0.4770 -3.5662

Output
LUMO level   2.211 eV
Energy above the lowest of the compared OMol25 structures with the same formula, charge and spin   30.4 kcal/mol
Total charge   -1
Kohn-Sham gap   7.261 eV
DFT total energy   -206072.492 eV

=====

2.
The following is a DFT calculation (ωB97M-V/def2-TZVPD) of C3H6N2O in the gas phase.

Atoms and positions in Å:
1 N -1.2864 -0.2373 -1.5579
2 C -0.2441 0.2966 -0.8557
3 O 0.6075 1.0158 -1.3271
4 N -0.2054 -0.1263 0.4953
5 C 0.8373 0.3939 1.4034
6 C 1.1333 -1.0259 1.1002
7 H -2.1318 -0.5309 -1.0949
8 H -1.3759 0.0839 -2.5096
9 H 1.3574 1.2125 0.9026
10 H 0.4438 0.6784 2.3815
11 H 1.7807 -1.0191 0.2079
12 H -0.9164 -0.7414 0.8544

Output
LUMO level   0.554 eV
Energy above the lowest of the compared OMol25 structures with the same formula, charge and spin   86.4 kcal/mol
Total charge   0
Kohn-Sham gap   8.559 eV
DFT total energy   -8232.952 eV

=====

3.
The following is a DFT calculation (ωB97M-V/def2-TZVPD) of a molecular structure, CHBr2Cl2P at a distorted geometry.

Atoms and positions in Å:
1 C -2.5938 -0.0931 0.0693
2 P -1.9548 -0.7727 1.4216
3 Cl 1.0266 -0.3896 0.0112
4 Cl -1.7286 -2.6872 0.8417
5 Br -2.5799 1.8073 0.1621
6 Br -3.5506 -0.8191 -1.3481
7 H 0.1777 -1.3175 0.4668

Output
LUMO level   -0.869 eV
Energy above the lowest of the compared OMol25 structures with the same formula, charge and spin   37.0 kcal/mol
Total charge   0
Kohn-Sham gap   8.425 eV
DFT total energy   -175471.198 eV

=====

4.
The following is a DFT calculation (ωB97M-V/def2-TZVPD) of a molecular structure, C48H47AsInN5O3.

Atoms and positions in Å:
1 In -0.9477 0.2766 0.7703
2 C -3.1738 3.6813 -1.7932
3 O -3.9408 2.4413 -1.7704
4 C -3.2184 1.5906 -1.0559
5 N -2.0247 1.9104 -0.7337
6 C -1.7690 3.2493 -1.3428
7 C -1.0628 4.2211 -0.4244
8 C 0.0410 3.7968 0.3059
9 C 0.7340 4.6782 1.1204
10 C 0.3403 6.0067 1.2044
11 C -0.7415 6.4443 0.4571
12 C -1.4386 5.5576 -0.3539
13 C -3.8608 0.3113 -0.6830
14 C -5.1473 -0.0424 -1.0566
15 C -5.6305 -1.2724 -0.6314
16 C -4.8318 -2.0968 0.1488
17 C -3.5603 -1.6501 0.4706
18 N -3.0943 -0.4791 0.0567
19 C -2.5983 -2.4280 1.2788
20 N -1.3863 -2.0758 1.4812
21 C -0.7527 -3.2177 2.1964
22 C -1.9672 -3.9943 2.7082
23 O -3.0295 -3.5648 1.8068
24 C 0.2938 -2.8276 3.2106
25 C 0.2862 -3.3308 4.5056
26 C 1.3241 -3.0375 5.3813
27 C 2.3857 -2.2494 4.9665
28 C 2.4040 -1.7513 3.6709
29 C 1.3638 -2.0359 2.8003
30 H -3.6520 4.3593 -1.0892
31 H -3.2222 4.0855 -2.7989
32 H -1.1329 3.0743 -2.2160
33 H 0.3786 2.7731 0.2235
34 H 1.5894 4.3283 1.6870
35 H 0.8777 6.6978 1.8398
36 H -1.0479 7.4808 0.5023
37 H -2.2720 5.9356 -0.9334
38 H -5.7462 0.6287 -1.6561
39 H -6.6296 -1.5858 -0.9042
40 H -5.1780 -3.0578 0.5023
41 H -0.2511 -3.8202 1.4292
42 H -2.2666 -3.7110 3.7162
43 H -1.8768 -5.0724 2.6282
44 H -0.5172 -3.9690 4.8515
45 H 1.3054 -3.4377 6.3862
46 H 3.1996 -2.0337 5.6461
47 H 3.2350 -1.1448 3.3310
48 H 1.4034 -1.6487 1.7872
49 C 1.5370 1.4669 3.3412
50 N 2.5938 1.5613 2.3441
51 C 3.8298 2.2245 2.7635
52 C 4.9646 1.8240 1.8487
53 C 4.5730 2.1528 0.4273
54 N 3.2590 1.5920 0.1121
55 C 2.9413 1.5524 -1.3062
56 C 2.3345 1.2991 1.0468
57 O 1.2279 0.7834 0.6908
58 H 1.9935 1.2960 4.3140
59 H 0.8829 0.6310 3.1288
60 H 0.9481 2.3863 3.3862
61 H 4.0284 1.9256 3.7916
62 H 3.6953 3.3119 2.7608
63 H 5.1599 0.7541 1.9482
64 H 5.8756 2.3562 2.1176
65 H 5.2861 1.7343 -0.2833
66 H 4.5522 3.2359 0.2700
67 H 3.5906 0.8412 -1.8184
68 H 3.0930 2.5442 -1.7383
69 H 1.9096 1.2612 -1.4532
70 C -3.4247 -4.3851 -2.4747
71 C -3.5864 -3.1047 -2.9851
72 C -2.6353 -2.1251 -2.7283
73 C -1.5211 -2.4288 -1.9554
74 C -1.3503 -3.7177 -1.4594
75 C -2.3013 -4.6939 -1.7181
76 As -0.2398 -1.0541 -1.4931
77 C 0.0693 -0.1296 -3.1484
78 C -0.7546 0.7655 -3.8122
79 C -0.3425 1.2952 -5.0279
80 C 0.8855 0.9281 -5.5631
81 C 1.7071 0.0271 -4.9005
82 C 1.3038 -0.5149 -3.6860
83 C 2.0810 -1.4786 -2.8740
84 C 3.3351 -1.9830 -3.1962
85 C 3.9737 -2.8540 -2.3241
86 C 3.3761 -3.2280 -1.1270
87 C 2.1212 -2.7347 -0.7949
88 C 1.4840 -1.8726 -1.6716
89 H -4.1612 -5.1494 -2.6860
90 H -4.4452 -2.8701 -3.6011
91 H -2.7600 -1.1375 -3.1561
92 H -0.4602 -3.9763 -0.8968
93 H -2.1574 -5.7002 -1.3460
94 H -1.7165 1.0471 -3.4013
95 H -0.9781 1.9893 -5.5622
96 H 1.2031 1.3426 -6.5107
97 H 2.6556 -0.2535 -5.3404
98 H 3.8203 -1.7043 -4.1231
99 H 4.9480 -3.2473 -2.5820
100 H 3.8868 -3.9055 -0.4557
101 H 1.6621 -3.0267 0.1416
102 C -1.6741 1.1706 2.5582
103 H -1.3386 2.2031 2.6383
104 H -1.3715 0.6172 3.4460
105 H -2.7635 1.1614 2.4972

Output
LUMO level   -5.500 eV
Energy above the lowest of the compared OMol25 structures with the same formula, charge and spin   3.9 kcal/mol
Total charge   +2
Kohn-Sham gap   7.733 eV
DFT total energy   -130134.426 eV

=====

> Among the records above, which one has the lowest DFT total energy?

C44H35BrCl5N12O2Pb

=====

> The lowest Kohn-Sham gap belongs to which entry?

C44H35BrCl5N12O2Pb